77
Properties=species:S:1:pos:R:3:forces:R:3 method="wB97M-V/def2-TZVPD" spin_multiplicity=1 homo_ev="-14.39 / -14.40" de_lowest_ev=1.393 lumo_energy_ev="-9.11 / -9.38" charge=+3
Pt -0.330827 -0.037962 0.466792 -1.3 0.2 1.6
C -1.194972 -0.560837 -2.259775 -0.1 0.1 0.0
C -2.419110 -0.483712 -1.340037 0.1 -0.1 0.0
N -2.097529 -1.120242 -0.029723 0.1 -0.2 -0.5
C -2.008568 -2.610139 -0.068940 0.0 0.0 -0.1
C -0.948315 -3.135669 0.898212 0.1 0.0 -0.2
N 0.254776 -2.286960 0.902709 0.1 -0.1 0.3
C 1.251037 -2.455879 -0.174486 -0.1 0.2 0.0
C 0.756557 -1.947775 -1.519503 0.1 -0.1 0.0
N 0.079224 -0.599330 -1.451257 0.2 0.3 0.0
H -1.217496 -1.442090 -2.896727 0.0 0.0 0.0
H -1.169569 0.304512 -2.919532 0.0 0.0 0.0
H -2.625663 0.564755 -1.128225 -0.1 0.0 0.0
H -3.310627 -0.918233 -1.797038 0.1 -0.1 -0.1
H -2.834167 -0.867811 0.631880 0.0 0.0 0.0
H -2.981677 -3.031317 0.185709 0.0 0.0 0.0
H -1.795913 -2.917895 -1.090375 0.0 0.0 0.0
H -1.343718 -3.133477 1.914628 0.0 0.0 0.0
H -0.709451 -4.172056 0.642947 0.0 0.0 0.0
H 0.744478 -2.401928 1.781325 0.0 0.0 0.0
H 2.116187 -1.856521 0.109067 0.0 -0.1 0.0
H 1.574175 -3.495207 -0.277740 -0.1 0.0 -0.1
H 1.620182 -1.854619 -2.177831 0.0 0.1 0.0
H 0.065030 -2.642073 -1.988049 0.0 0.0 0.1
H 0.750679 0.103779 -1.775490 0.1 -0.2 -0.2
C 7.188065 1.856853 -4.070638 0.1 0.1 0.0
Ge 5.721098 2.209914 -2.850760 -0.1 -0.2 0.0
C 4.366299 3.407370 -3.583033 0.0 0.1 0.0
C 6.303207 2.762722 -1.073742 0.0 0.1 0.0
C 4.791561 0.462355 -2.620914 0.0 0.0 -0.1
Se 3.290220 0.556711 -1.368083 0.2 0.1 -0.2
C 4.202490 -0.059781 0.233864 0.0 0.0 0.0
H 7.754062 2.762458 -4.286970 0.0 0.0 0.0
H 6.806711 1.465800 -5.013766 0.0 0.0 0.0
H 7.872542 1.128213 -3.636643 0.0 0.0 0.0
H 4.656120 4.453340 -3.487047 0.0 0.0 0.0
H 3.419136 3.267465 -3.057664 0.0 0.0 0.0
H 4.215843 3.200109 -4.642788 0.0 0.0 0.0
H 6.811473 3.726088 -1.108942 0.0 0.0 0.0
H 7.003080 2.035303 -0.660511 0.0 0.0 0.0
H 5.447773 2.862878 -0.402028 0.0 0.0 0.0
H 5.473291 -0.314758 -2.274636 -0.1 0.0 0.0
H 4.386227 0.137053 -3.579380 0.0 0.0 0.0
H 5.027645 0.611213 0.458656 0.0 0.0 0.0
H 4.581310 -1.069394 0.089202 0.0 0.0 0.0
H 3.487659 -0.042471 1.056160 0.0 0.0 0.0
N -1.592681 -0.802096 5.076565 0.0 0.0 0.0
C -2.946721 -0.258047 4.691125 0.1 0.0 0.0
P -2.899846 0.402827 2.955593 -0.2 -0.1 -0.1
O -3.920989 -0.252678 2.084740 0.1 0.0 0.1
O -1.431880 0.304056 2.591521 0.4 0.0 -0.2
C -3.531051 2.149730 3.098418 0.0 0.0 0.0
N -4.773959 2.264607 2.250110 0.0 0.0 0.0
H -1.252453 -0.405406 5.955188 0.0 0.0 0.0
H -0.932104 -0.558329 4.318420 0.0 0.0 0.0
H -1.606733 -1.817255 5.189278 0.0 0.0 0.0
H -3.214200 0.510775 5.412160 0.0 0.0 0.0
H -3.683879 -1.056801 4.750667 0.0 0.0 0.0
H -2.789568 2.864494 2.751099 -0.1 0.0 0.0
H -3.797292 2.404156 4.121698 0.0 0.0 0.0
H -5.587914 2.562427 2.791941 0.0 0.0 0.0
H -4.961870 1.318951 1.858437 0.0 0.0 0.0
H -4.660576 2.928014 1.482340 0.0 0.0 0.0
C 1.918104 2.619324 2.297685 0.0 0.0 -0.1
C 0.912772 2.618750 1.115761 0.2 -0.2 0.3
C -0.450350 3.136770 1.568735 0.0 -0.1 0.0
C 1.465461 3.518313 -0.011183 0.0 0.0 0.0
N 0.964526 1.280983 0.619852 0.1 0.3 -0.7
H 1.902391 3.612849 2.745411 0.1 0.0 0.0
H 2.925044 2.406008 1.944777 0.0 0.0 0.0
H 1.641220 1.884380 3.054919 0.0 0.0 0.0
H -0.334971 4.112085 2.041152 0.0 0.0 0.0
H -0.885441 2.446363 2.286596 0.1 0.1 0.0
H -1.114459 3.251099 0.707178 0.0 -0.1 0.0
H 1.482097 4.543243 0.361899 0.0 0.0 0.0
H 0.820582 3.477309 -0.890107 0.0 0.0 0.0
H 2.467843 3.214698 -0.300069 0.0 0.0 0.0

---

79
Properties=species:S:1:pos:R:3:forces:R:3 method="wB97M-V/def2-TZVPD" spin_multiplicity=1 homo_ev=-10.53 lumo_energy_ev=-3.11 charge=+1
Mg 1.187051 1.048127 2.679993 -0.1 0.3 -2.1
N 0.682574 1.403508 -0.612382 0.1 0.0 0.0
O 0.954146 1.119505 0.602772 0.2 -0.1 0.2
O -0.235611 0.767384 -1.155627 0.5 0.5 0.1
O 1.341590 2.281965 -1.172164 -0.5 -0.5 0.2
C -2.681160 2.876413 -5.568958 -1.1 0.5 -2.4
C -2.455379 2.023254 -4.373945 0.9 0.0 1.7
C -2.791985 0.544051 -4.556667 1.1 -0.3 -0.9
O -3.651301 -0.006545 -3.588470 -0.6 -0.3 -0.2
C -3.004256 -0.135223 -2.352721 0.6 1.7 0.4
N -1.044186 2.228329 -3.946167 0.0 0.1 -0.1
H -1.998708 2.737679 -6.415602 0.6 -0.3 0.6
H -2.726856 3.957558 -5.425889 0.2 -0.1 0.5
H -3.614376 2.648580 -6.107431 -0.3 -0.1 0.7
H -3.076231 2.368920 -3.532761 -0.4 0.0 -0.4
H -1.873012 -0.060563 -4.585969 0.2 0.2 0.3
H -3.153891 0.409108 -5.577742 -0.8 -0.2 0.3
H -3.671006 -0.446356 -1.551679 -0.2 -0.7 -0.4
H -2.678239 0.863428 -2.012191 0.0 -0.1 0.0
H -2.059722 -0.686982 -2.417918 -0.3 -0.5 0.0
H -1.001574 3.177101 -3.584919 0.3 0.0 -0.1
H -0.752365 1.640543 -3.170722 -0.3 0.0 0.0
C -1.196435 4.485429 3.069968 -0.2 1.0 0.8
C -0.612688 3.092429 3.161426 -1.0 1.5 0.4
C -1.520391 2.054604 2.526636 1.8 -0.2 -0.5
O -0.743178 0.860057 2.751899 -1.1 -0.9 0.1
C -1.491713 -0.342989 2.604387 -1.3 -0.5 -0.2
N 0.773244 3.071445 2.648779 0.2 0.8 0.5
H -2.189878 4.548228 3.520114 -0.1 -0.2 -0.2
H -1.231412 4.958175 2.087086 0.0 -0.5 -0.2
H -0.602809 5.176558 3.679914 0.1 -0.1 0.0
H -0.475890 2.849400 4.220916 -0.4 -0.1 0.0
H -1.572934 2.246523 1.449370 -0.2 -0.2 0.0
H -2.522006 1.943980 2.933923 0.1 0.2 0.3
H -0.913290 -1.260163 2.535834 0.6 0.4 0.3
H -2.080362 -0.365596 1.682305 0.2 0.5 -0.1
H -2.198048 -0.409266 3.436209 0.1 -0.1 0.0
H 1.281983 3.669115 3.302057 0.1 -0.2 0.1
H 0.868527 3.614922 1.788583 -0.2 -0.6 -0.3
C 3.633782 -2.346251 2.802288 1.1 0.4 0.1
C 3.087552 -0.942128 3.026171 0.1 -0.4 0.9
C 3.805138 0.133280 2.188914 -1.4 -1.3 -0.6
O 3.117016 1.368384 2.437081 1.7 0.0 0.6
C 3.865832 2.467065 1.883649 -1.0 0.5 -1.2
N 1.593045 -0.926750 2.770947 1.3 -0.8 0.9
H 3.508806 -3.060813 3.615952 -0.7 0.2 0.1
H 4.726904 -2.261716 2.773303 -0.1 -0.2 -0.5
H 3.222801 -2.756555 1.884139 0.3 -0.2 -0.1
H 3.243816 -0.681289 4.079032 -0.2 0.1 0.0
H 3.645772 -0.209180 1.156140 0.1 0.6 -0.2
H 4.878781 0.227451 2.326197 0.0 -0.1 0.5
H 4.926998 2.415619 2.104113 0.0 -0.3 0.1
H 3.481305 3.437986 2.195716 -0.1 -0.3 0.6
H 3.639320 2.461712 0.812436 0.6 -0.1 -0.1
H 1.206029 -1.497082 3.524147 0.0 0.2 0.1
H 1.405830 -1.536771 1.951572 -0.3 0.7 -0.6
C 0.283550 -4.286944 1.479037 0.5 0.0 -0.3
C 0.115167 -3.568761 0.163019 0.5 -0.1 -1.9
C -1.298809 -3.273479 -0.276284 -1.2 1.1 -0.3
O -1.992109 -4.411577 -0.710339 0.7 -1.0 0.3
C -3.168814 -4.138514 -1.444164 0.4 0.7 0.1
N 0.904930 -2.330107 0.138515 -0.1 0.8 0.9
H 1.352532 -4.461637 1.633333 0.0 -0.3 0.0
H -0.241153 -5.240187 1.468080 0.0 0.0 0.2
H -0.009230 -3.662354 2.327905 -0.4 0.0 -0.1
H 0.474468 -4.120592 -0.721785 0.1 -0.8 0.7
H -1.321990 -2.593194 -1.139296 0.6 0.3 0.1
H -1.842726 -2.724487 0.513773 -0.2 -0.2 0.2
H -2.980292 -3.345259 -2.180559 -0.1 0.2 0.3
H -3.925121 -3.841728 -0.714071 -0.4 0.0 -0.4
H -3.465697 -4.986893 -2.055047 0.0 -0.4 0.5
H 0.678991 -1.772610 -0.684407 0.0 0.0 0.1
H 1.892543 -2.538032 0.036487 -0.1 -0.3 -0.2
C 2.368549 -1.031808 -3.150077 1.0 -1.1 0.3
O 1.060086 -1.333231 -2.694189 0.0 0.7 0.3
H 2.989808 -1.907797 -2.919685 -0.4 -0.4 -0.7
H 2.345611 -0.837641 -4.219937 0.4 0.2 0.0
H 2.986744 -0.317153 -2.588581 -1.0 0.8 -0.1
H 0.536039 -0.521640 -2.765734 0.0 -0.1 0.1